Entry 1:
Below is C25H44Br6F9FeNO11S3 as an isolated structure in a non-equilibrium geometry, with properties calculated with the ωB97M-V functional and the def2-TZVPD basis.

Atoms and positions in Å:
Fe: 0.18 0.93 -2.09
C: 4.10 -1.11 -4.14
F: 4.74 -1.17 -5.29
F: 3.50 -2.26 -3.84
F: 5.03 -0.74 -3.21
S: 2.74 0.21 -4.33
O: 3.46 1.47 -4.45
O: 2.00 -0.12 -5.57
O: 1.91 0.18 -3.10
C: -2.10 1.69 1.63
F: -3.31 1.93 2.13
F: -1.45 2.84 1.44
F: -1.30 0.90 2.35
S: -2.45 0.83 -0.12
O: -3.70 -0.01 0.04
O: -2.62 1.90 -1.10
N: -0.91 0.15 -0.63
S: -1.17 -1.28 -0.06
O: -1.62 -1.39 1.34
O: -1.90 -2.14 -0.99
C: 0.64 -1.96 0.04
F: 0.55 -3.31 0.19
F: 1.28 -1.65 -1.08
F: 1.34 -1.36 1.05
C: 3.40 3.46 -0.31
C: 2.21 3.43 0.65
C: 1.63 2.07 0.41
O: 1.57 2.04 -1.04
C: 2.88 2.58 -1.44
H: 4.28 2.97 0.10
H: 3.74 4.47 -0.54
H: 1.44 4.19 0.50
H: 2.51 3.52 1.69
H: 0.63 1.94 0.80
H: 2.26 1.20 0.59
H: 2.75 3.17 -2.35
H: 3.51 1.74 -1.71
C: -1.87 -2.08 -4.49
C: -2.96 -1.14 -4.68
C: -2.50 0.02 -3.77
O: -1.08 -0.16 -3.56
C: -0.61 -1.19 -4.44
H: -1.78 -2.64 -5.42
H: -1.94 -2.68 -3.59
H: -3.92 -1.48 -4.27
H: -3.19 -0.73 -5.66
H: -3.07 -0.08 -2.84
H: -2.60 0.98 -4.27
H: 0.13 -1.90 -4.06
H: -0.21 -0.70 -5.32
C: -0.50 1.55 5.23
C: 0.84 2.05 5.59
C: 0.61 2.77 6.88
O: -0.49 2.11 7.48
C: -1.05 1.12 6.61
H: -0.33 0.69 4.59
H: -1.13 2.27 4.70
H: 1.22 2.67 4.78
H: 1.55 1.26 5.80
H: 0.37 3.80 6.58
H: 1.41 2.81 7.61
H: -2.14 1.22 6.58
H: -0.65 0.12 6.78
C: -1.02 3.83 -5.16
C: -1.67 4.23 -3.81
C: -0.55 3.96 -2.78
O: 0.01 2.75 -3.26
C: 0.05 2.80 -4.72
H: -0.54 4.68 -5.64
H: -1.79 3.40 -5.80
H: -2.56 3.69 -3.49
H: -1.91 5.29 -3.83
H: -0.88 3.89 -1.74
H: 0.19 4.76 -2.73
H: -0.28 1.84 -5.13
H: 1.04 3.04 -5.11
Br: 3.77 -3.88 -0.69
C: 3.48 -4.32 1.19
C: 4.74 -5.04 1.70
Br: 4.56 -5.49 3.65
H: 2.53 -4.84 1.31
H: 3.24 -3.38 1.67
H: 5.59 -4.38 1.55
H: 4.90 -5.95 1.13
Br: -4.60 -4.28 4.09
C: -5.01 -4.56 2.22
C: -3.98 -3.76 1.36
Br: -2.14 -4.54 1.54
H: -6.04 -4.22 2.09
H: -4.99 -5.65 2.14
H: -3.97 -2.76 1.79
H: -4.21 -3.76 0.29
Br: 1.56 -3.62 4.12
C: 0.24 -2.12 4.25
C: -1.16 -2.69 4.77
Br: -2.57 -1.49 4.24
H: 0.17 -1.58 3.31
H: 0.61 -1.36 4.94
H: -1.22 -2.81 5.85
H: -1.41 -3.67 4.34

## Properties
HOMO energy (alpha / beta) in eV: -9.4 / -9.4
Spin multiplicity: 5
Energy in Ha: -20662.41541

***

Entry 2:
Below is C25H44Cl3N4O3SeSiV as an isolated structure in a non-equilibrium geometry, with properties calculated with the ωB97M-V functional and the def2-TZVPD basis.

Atoms and positions in Å:
C: -1.80 -2.68 -4.23
C: -1.05 -3.38 -3.13
H: -1.88 -3.29 -5.14
H: -1.32 -1.72 -4.46
H: -2.83 -2.46 -3.92
C: -0.52 -4.61 -3.21
C: -0.36 -5.35 -4.51
H: -0.16 -5.10 -2.31
H: 0.28 -4.79 -5.21
H: -1.33 -5.49 -5.00
H: 0.08 -6.34 -4.37
V: -0.54 2.20 0.78
Cl: -2.73 2.29 0.79
Cl: 1.04 3.79 0.44
H: 1.22 4.52 4.18
H: -1.52 6.98 3.86
C: 0.99 5.30 3.44
C: -1.05 6.61 2.94
N: -0.43 5.32 3.17
H: 1.57 5.09 2.53
C: -1.10 4.17 2.96
O: -0.62 3.05 3.27
H: -1.84 6.51 2.18
H: -2.10 4.28 2.50
H: 1.29 6.28 3.82
H: -0.30 7.33 2.60
H: 2.31 -0.91 -3.15
H: 2.53 -3.41 -2.00
C: 3.34 -0.90 -2.77
C: 3.43 -3.02 -1.48
N: 3.40 -1.57 -1.48
H: 3.69 0.13 -2.67
C: 3.18 -0.89 -0.31
O: 3.12 0.34 -0.21
H: 3.45 -3.37 -0.44
H: 3.06 -1.57 0.57
H: 3.99 -1.45 -3.46
H: 4.33 -3.40 -2.01
O: 0.30 -1.69 -2.31
C: -0.72 -2.45 -1.94
C: 0.43 -3.76 0.03
C: -0.69 -3.11 -0.48
H: 1.30 -3.89 -0.61
C: 0.44 -4.28 1.33
H: -1.61 -1.78 -1.89
C: -1.82 -3.00 0.35
H: 1.34 -4.79 1.69
C: -0.68 -4.18 2.14
C: -1.82 -3.53 1.64
H: -2.70 -2.51 -0.07
H: -0.70 -4.62 3.14
H: -2.72 -3.47 2.24
Si: -0.27 2.37 -2.90
Cl: -0.23 1.00 -1.07
C: 1.51 2.69 -3.31
C: -1.26 3.79 -2.13
C: -1.26 1.55 -4.24
H: 2.16 1.84 -3.03
H: 1.89 3.60 -2.82
H: 1.60 2.85 -4.40
H: -0.63 0.86 -4.81
H: -1.64 2.30 -4.94
H: -2.12 1.02 -3.81
H: -2.28 3.47 -1.89
H: -1.31 4.60 -2.87
H: -0.82 4.20 -1.21
C: 1.89 0.57 3.81
N: 0.54 0.24 4.24
C: -0.08 0.53 5.44
C: -1.41 0.25 5.27
N: -1.58 -0.20 3.97
C: -2.85 -0.46 3.31
C: -0.37 -0.18 3.33
Se: -0.01 -0.16 1.52
H: 1.84 1.35 3.03
H: 2.40 -0.31 3.39
H: 2.44 0.97 4.66
H: 0.45 0.95 6.28
H: -2.25 0.42 5.94
H: -3.66 -0.14 3.98
H: -2.90 0.12 2.38
H: -2.96 -1.53 3.07

## Properties
HOMO energy (alpha / beta) in eV: -5.7 / -5.7
Energy relative to the best compared isomer or geometry (same formula, charge and spin) in kJ/mol: 1.67
Spin multiplicity: 3
Energy in Ha: -6439.31357